(1)
A molecular structure, C22H24AlN4O9P2S3, computed with ωB97M-V with the def2-TZVPD basis set.

Its HOMO energy is -5.48 eV. As for the charge: -1. The value obtained for the total energy is -3869.1525 hartree. The frontier orbital gap comes out at 7.9 eV.

The geometry in XYZ format:
```
65
Properties=species:S:1:pos:R:3:forces:R:3
Al 0.182512 2.194150 0.128984 0.6 0.6 -0.3
C -2.066672 5.699521 0.168070 0.9 0.5 -0.1
C -0.960571 4.849718 0.707179 -0.3 -1.8 -0.3
O -0.869118 3.680919 0.080924 -0.2 1.3 -0.1
C -0.164027 5.136556 1.758715 -0.2 1.0 0.8
C 0.948428 4.323537 2.135414 0.3 0.5 0.4
C 1.917516 4.933769 3.113145 -0.4 -1.3 0.2
N 1.158684 3.155487 1.630558 0.3 -0.4 -1.3
N 2.422368 2.618216 1.845100 0.0 -0.9 0.0
C 2.570083 1.545006 1.094002 0.4 1.7 1.4
O 1.689608 1.172791 0.239738 0.5 -0.6 -0.2
C 3.847817 0.806202 1.318397 -1.2 -1.7 -1.6
C 3.978321 -0.412311 0.590710 0.4 1.5 -0.7
C 5.183002 -1.079847 0.736643 0.5 -0.2 -0.4
C 6.196204 -0.680140 1.596915 -0.1 0.5 2.0
C 5.985370 0.479459 2.400780 -1.7 -1.5 -2.4
C 4.822571 1.235432 2.192475 0.6 -0.1 0.3
H -2.939846 5.081223 0.204936 -0.7 -0.3 -0.5
H -2.284489 6.598614 0.748950 0.3 0.0 0.0
H -1.754248 5.974796 -0.862301 -0.6 -0.2 0.5
H -0.335281 6.062242 2.342051 0.2 -0.6 -0.6
H 2.578378 5.585167 2.636881 0.6 1.8 -1.2
H 1.312993 5.476865 3.846108 0.6 -0.3 0.3
H 2.694936 4.213302 3.407517 -1.0 -0.2 0.9
H 3.267922 -0.621907 -0.261365 0.7 0.0 1.5
H 5.456260 -1.901281 0.111875 -0.4 -0.7 -0.4
H 7.072687 -1.357949 1.799833 -0.9 1.0 -0.5
H 6.642205 0.712589 3.161759 1.4 0.7 1.3
H 4.642632 2.184316 2.683486 0.1 -0.2 0.2
C -3.148643 0.252789 -2.626671 -0.3 -2.4 1.3
C -2.076028 0.938763 -1.800865 -1.2 -1.3 -0.3
O -2.595758 2.243765 -1.731095 0.6 1.1 0.8
P -0.452670 1.016958 -2.601463 0.5 0.4 1.2
O 0.243087 -0.291149 -2.648311 -0.3 -0.2 -0.5
O -0.618252 1.764180 -3.993311 -0.7 -4.6 -1.3
O 0.212111 2.113095 -1.769459 0.5 0.6 1.6
P -2.033758 0.130610 -0.062168 0.0 2.0 -0.4
O -1.450672 -1.303087 -0.309139 0.8 -1.2 -0.1
O -3.335422 0.074086 0.618744 0.0 -0.2 -0.4
O -0.970705 1.005267 0.661400 -0.4 -0.6 -0.1
H -3.492854 0.847121 -3.389079 -0.3 1.8 -2.0
H -4.032855 0.145862 -1.994033 0.1 -0.2 0.2
H -2.943525 -0.726097 -3.081757 0.4 0.1 0.5
H -1.988143 2.774559 -1.172960 -0.5 0.1 -0.2
H 1.378068 -1.754262 -2.532985 -0.4 0.1 0.1
H -0.518010 2.656276 -3.945246 0.4 4.0 0.5
H -0.579523 -1.386053 -0.751759 -0.6 0.4 0.1
S -0.133153 -6.057434 2.090782 0.2 0.3 -0.3
C 0.239560 -5.040393 0.825931 -1.5 -0.4 -0.2
S 1.730277 -4.279055 0.514623 0.6 0.6 -0.5
C 1.088567 -3.587246 -0.995731 1.0 -0.1 0.7
N -0.127100 -3.892915 -1.194384 -0.2 0.2 -0.5
N -0.615654 -4.663317 -0.185595 0.5 -0.5 0.5
C -1.978567 -5.032830 -0.355321 -1.4 0.5 0.2
C -2.372940 -6.065198 -1.169333 -0.9 -0.2 -0.9
C -3.732375 -6.229369 -1.546417 0.7 -0.3 0.3
C -4.655810 -5.353565 -1.031357 -0.5 0.1 0.3
C -4.285874 -4.358281 -0.129709 -0.5 -0.6 1.0
C -2.967383 -4.219381 0.210309 0.4 -0.3 0.0
S 2.204256 -2.684408 -2.007182 0.2 -0.4 0.0
H -1.643761 -6.717306 -1.583872 0.6 -0.5 -0.3
H -4.095510 -7.076541 -2.163166 0.6 0.7 0.4
H -5.701454 -5.504693 -1.224220 -0.3 0.0 -0.2
H -5.021735 -3.873232 0.534081 0.3 0.1 -1.0
H -2.724010 -3.533970 0.983214 0.5 0.7 0.3
```
Positions in Å, forces in eV/Å.

=====

(2)
A molecular structure, C22H24AsF3N5OPtS, computed with ωB97M-V with the def2-TZVPD basis set.

Its HOMO energy (spin up / spin down) is -17.45 / -17.17 eV. As for the charge: +3. The value obtained for the total energy is -4253.4710 hartree. The frontier orbital gap (spin up / spin down) comes out at 5.0 / 4.7 eV.

The geometry in XYZ format:
```
58
Properties=species:S:1:pos:R:3:forces:R:3
Pt -0.758490 0.487966 -0.090355 -0.6 -1.9 -1.0
S -1.197906 -1.497745 -1.278243 0.8 -0.1 1.9
C -1.211156 -2.641137 0.096221 1.0 4.4 -2.2
N -1.418117 -3.915676 -0.063645 -1.5 -3.6 -0.7
N -1.266143 -4.721500 -1.047985 0.5 1.3 1.1
C -0.315042 -4.765876 -2.029259 0.5 0.1 -0.3
C -0.456851 -5.738221 -3.044387 -0.1 -0.2 -0.1
C 0.475995 -5.814777 -4.053964 -0.1 -0.1 0.0
C 1.575206 -4.956018 -4.061138 -0.3 -0.2 0.0
C 1.749461 -4.031154 -3.027991 -0.2 0.2 0.5
C 0.821979 -3.929236 -2.016863 0.4 0.1 0.0
N -1.157295 -2.217569 1.350584 0.3 -2.5 2.0
N -0.982769 -1.031568 1.722730 -1.0 2.5 -1.9
C -0.880564 -0.727984 3.037397 0.2 -0.7 0.4
C -0.842743 0.622637 3.456216 -0.1 0.3 0.0
C -0.728523 0.927168 4.792335 0.0 0.1 -0.2
C -0.622846 -0.096711 5.740502 0.0 0.0 -0.3
C -0.683787 -1.434738 5.341839 0.0 -0.4 0.0
C -0.812481 -1.760618 4.015429 0.1 -0.1 0.1
H -1.888691 -5.536955 -0.986773 0.0 0.1 0.0
H -1.302719 -6.408591 -3.037679 -0.2 -0.1 0.0
H 0.364129 -6.548120 -4.837269 -0.1 -0.1 0.0
H 2.308407 -5.023950 -4.852007 0.0 0.0 0.0
H 2.641304 -3.422369 -3.004653 0.0 0.0 0.0
H 0.999332 -3.268220 -1.182217 0.0 0.1 0.0
H -0.923695 1.407911 2.718092 0.0 0.0 0.0
H -0.720247 1.957345 5.119931 0.0 0.0 -0.1
H -0.484489 0.150201 6.784156 -0.1 0.0 0.1
H -0.625779 -2.218961 6.086388 0.0 0.0 0.0
H -0.850159 -2.786746 3.678467 0.0 0.0 0.1
C 3.787433 0.924857 -2.277830 -0.3 0.1 -0.2
As 1.859312 1.087691 -2.378495 0.4 0.3 -0.4
C 1.372847 2.953773 -2.606139 0.1 -0.3 -0.1
C 1.163185 -0.043860 -3.802760 0.1 0.3 0.2
O 1.326734 0.536545 -0.871452 -1.6 0.2 0.6
H 4.218250 1.357872 -3.181654 0.1 0.0 0.1
H 4.068425 -0.126716 -2.194008 -0.1 0.1 0.0
H 4.142165 1.465979 -1.397429 -0.1 0.0 -0.1
H 1.693420 3.268500 -3.597081 0.0 0.1 -0.1
H 1.901846 3.551995 -1.861860 0.0 -0.2 0.0
H 0.297175 3.110567 -2.513368 0.1 -0.2 0.0
H 1.637330 0.260453 -4.735556 0.0 0.0 0.0
H 0.080913 0.056266 -3.906692 0.1 0.1 0.1
H 1.416365 -1.086100 -3.598729 0.0 0.2 0.1
F -2.656008 6.490000 3.076710 -0.2 0.0 -0.1
C -1.448039 6.001439 2.863332 0.1 -0.2 0.1
F -0.643279 6.971472 2.451956 0.1 0.1 -0.2
F -0.969380 5.538409 4.031596 0.0 0.0 0.1
C -1.454422 4.827085 1.888705 0.1 0.1 0.1
C -0.226340 4.272277 1.537416 -0.2 -0.1 -0.1
C -0.227843 3.092276 0.820149 0.4 1.0 0.5
N -1.365128 2.500893 0.424030 1.6 -0.6 0.1
C -2.536160 3.083495 0.675607 -0.5 0.0 0.2
C -2.628171 4.243918 1.435676 0.3 -0.1 -0.2
H 0.705015 4.728588 1.838817 0.0 0.0 0.1
H 0.710318 2.589203 0.593532 -0.2 0.1 -0.1
H -3.436076 2.620026 0.289874 0.1 -0.2 0.0
H -3.595206 4.664307 1.669791 0.0 0.0 0.0
```
Positions in Å, forces in eV/Å.

=====

(3)
A molecular structure, C22H24BN7Pt, computed with ωB97M-V with the def2-TZVPD basis set.

Its HOMO energy (spin up / spin down) is -7.33 / -7.13 eV. The spin multiplicity is 3. As for the charge: 0. The value obtained for the total energy is -1380.0424 hartree. The frontier orbital gap (spin up / spin down) comes out at 7.1 / 5.5 eV.

The geometry in XYZ format:
```
55
Properties=species:S:1:pos:R:3:forces:R:3
H 1.785047 3.615324 0.050939 0.2 -0.3 -0.2
N 1.374553 1.973151 -1.294237 -2.6 1.6 0.4
B 0.227098 0.566148 -3.250347 -0.6 0.1 -0.5
N 0.875160 1.885508 -2.586251 1.7 0.5 0.6
C 1.159426 3.083981 -3.161980 -0.1 0.0 1.2
Pt 2.446650 0.582465 -0.327255 -1.6 0.1 1.6
H 1.147635 3.249084 -4.224095 -0.6 -0.1 -0.1
C 1.581316 3.980190 -2.161221 -0.4 0.1 -0.7
H 1.903714 4.991266 -2.282801 -0.2 0.4 -0.2
C 1.584029 3.290531 -0.965267 0.4 -1.9 -1.6
H 0.415986 0.715252 -4.425723 0.0 -0.1 -0.1
C -2.009770 -2.461542 2.957925 0.7 -1.4 -0.7
H -1.514527 -3.025420 3.757272 -0.1 0.2 -0.2
H -1.267053 -2.195551 2.193688 -0.2 -0.1 0.2
H -2.781103 -3.099377 2.509176 0.2 0.2 0.1
N -1.408241 0.308458 -3.108145 -0.1 1.0 2.6
N 1.139756 -0.658626 -2.802958 2.1 0.3 0.8
N -1.974194 0.326395 -1.805880 0.9 -1.6 -0.6
N 1.575866 -0.885332 -1.487845 -2.7 -2.8 -0.4
C -2.410077 -0.019808 -3.969656 -0.2 -0.3 0.4
C 1.783251 -1.570855 -3.573390 0.0 -0.3 1.5
H -2.257582 -0.015389 -5.030667 0.1 0.0 -0.2
H 1.932857 -1.457322 -4.621394 -0.6 0.0 -0.6
C -3.567957 -0.340184 -3.257942 0.9 0.0 0.4
C 2.361243 -2.543277 -2.735952 -0.5 0.1 -0.7
C -3.207190 -0.201247 -1.887148 1.7 1.4 -1.6
C 2.032279 -2.189562 -1.434800 0.6 2.3 -1.4
H -4.546993 -0.613309 -3.610407 0.1 -0.1 -0.3
H 3.036847 -3.328931 -3.024585 -0.4 -0.3 -0.2
H -3.750753 -0.433476 -0.987413 -0.2 0.3 0.0
H 2.166687 -2.777174 -0.542767 0.4 0.6 0.4
H -2.449990 -1.589951 3.347112 -0.5 1.1 0.5
C 0.336778 3.473073 4.383958 0.1 -0.3 -0.3
C -0.327918 3.086994 3.215324 0.1 0.1 0.1
C 0.155402 2.090143 2.361515 0.7 -0.1 -0.1
C 1.395575 1.459953 2.637580 -0.5 0.5 1.2
C 2.044618 1.837838 3.848034 0.1 0.2 -0.4
C 1.544591 2.837410 4.675259 -0.3 -0.1 -0.1
N 2.006805 0.546547 1.796368 0.3 0.2 -0.9
C 2.801175 -0.510944 2.201897 -1.2 0.3 0.3
C 3.819821 -0.804440 1.310018 0.3 -0.7 -0.3
C 4.617754 -1.930708 1.451991 -0.5 0.0 0.1
C 4.364884 -2.804543 2.515377 0.1 0.1 -0.4
C 3.257129 -2.577273 3.343170 -0.2 0.5 0.1
C 2.483410 -1.413658 3.245455 0.6 -0.4 -0.6
H -0.060461 4.254290 5.042857 0.2 -0.3 -0.4
H -1.239652 3.614235 2.958367 -0.1 -0.2 -0.1
H -0.376688 1.815113 1.448855 0.1 0.1 0.2
H 3.017484 1.416081 4.092123 -0.2 -0.1 -0.1
H 2.111426 3.154082 5.547298 0.0 -0.2 -0.1
H 3.897682 -0.151985 0.370173 1.5 -0.6 0.9
H 5.368539 -2.118945 0.701360 0.3 -0.2 0.1
H 5.003630 -3.682917 2.649995 -0.4 0.3 0.0
H 2.963817 -3.353448 4.044606 0.1 0.2 0.1
H 1.580928 -1.252819 3.837136 0.4 0.0 -0.1
```
Positions in Å, forces in eV/Å.

=====

(4)
A molecular structure, C22H24Cl3FN7O5ReS, computed with ωB97M-V with the def2-TZVPD basis set.

Its HOMO energy (spin up / spin down) is -16.07 / -16.08 eV. The spin multiplicity is 2. As for the charge: +3. The value obtained for the total energy is -3568.1480 hartree. The frontier orbital gap (spin up / spin down) comes out at 5.5 / 5.9 eV.

The geometry in XYZ format:
```
64
Properties=species:S:1:pos:R:3:forces:R:3
Re -3.517547 -0.761631 0.585688 0.5 -1.3 0.7
F 2.099253 2.852469 -0.204112 0.1 0.0 0.0
C 2.081453 1.513269 -0.184712 -0.4 -0.3 0.1
C 0.870253 0.903269 -0.039512 0.4 0.2 0.0
C 0.753553 -0.492131 0.000488 -0.2 -0.1 0.0
C -0.555947 -1.069031 0.164588 1.9 -1.8 -0.1
O -1.560147 -0.295831 0.372888 -2.1 0.4 -0.3
C -0.611347 -2.477931 0.088088 -0.9 0.8 0.2
C 0.558353 -3.189731 -0.051612 0.2 0.0 -0.1
N 1.788553 -2.667631 -0.129912 -0.9 0.1 0.0
C 2.842553 -3.649831 -0.194212 1.0 -0.7 0.0
C 4.107653 -3.545731 -1.004912 -0.2 0.0 -0.2
C 4.178453 -3.524731 0.488888 -0.2 0.0 0.2
C 1.926753 -1.286431 -0.131212 -0.4 0.7 0.1
C 3.153353 -0.620731 -0.256512 0.2 0.1 0.0
C 3.289153 0.771269 -0.273512 -0.5 -0.5 0.0
N 4.520053 1.369269 -0.395312 0.3 0.2 -0.2
C 4.666053 2.787569 -0.710612 -0.2 0.4 0.0
C 6.130253 3.137069 -0.990812 -0.4 0.6 0.4
N 6.762553 2.037369 -1.759412 0.2 0.1 -0.5
C 6.829353 0.782069 -0.949112 -0.1 -0.8 0.7
C 5.739953 0.801869 0.134188 0.2 -0.1 0.1
C -1.884747 -3.314031 0.155988 2.7 -1.0 0.0
O -1.796347 -4.514531 0.194588 -0.5 0.5 0.0
O -2.996047 -2.658531 0.151288 -2.1 2.5 -0.3
H -0.019447 1.505769 0.058288 0.0 0.1 0.0
H 0.451053 -4.267831 -0.087912 0.2 0.0 0.0
H 2.409453 -4.640031 -0.161712 0.0 0.1 0.0
H 4.291253 -2.668631 -1.601712 0.0 0.2 0.0
H 4.418953 -4.451031 -1.503412 0.0 -0.1 0.0
H 4.408253 -2.626631 1.037488 0.0 0.2 -0.1
H 4.539653 -4.413431 0.981888 0.0 -0.1 0.0
H 4.050253 -1.196431 -0.359312 0.1 -0.1 0.0
H 4.323553 3.431969 0.107588 0.1 0.0 -0.2
H 4.060553 3.015469 -1.593112 0.1 0.1 0.1
H 6.700353 3.287869 -0.072112 0.0 -0.1 -0.2
H 6.170653 4.066269 -1.562212 0.1 -0.2 0.0
H 7.704553 2.309769 -2.066012 -0.2 -0.1 0.0
H 6.204853 1.876269 -2.607512 0.2 0.0 0.1
H 7.807753 0.707669 -0.472012 0.0 0.1 -0.2
H 6.702353 -0.071931 -1.616112 0.0 0.2 0.0
H 6.070453 1.400269 0.992288 0.0 -0.2 0.0
H 5.579153 -0.207831 0.502888 0.1 0.0 0.0
C -8.700647 3.445169 0.041588 -0.3 0.0 0.0
C -7.240147 3.309669 0.003388 0.4 -0.3 0.0
N -6.378247 4.280569 -0.070512 -0.5 0.8 -0.1
N -5.178947 3.736769 -0.068712 0.0 -1.2 0.1
C -5.241647 2.386769 0.010088 -0.7 0.2 0.0
S -3.755147 1.495369 0.070488 0.3 -1.1 0.2
N -6.564547 2.097069 0.054188 1.1 1.2 -0.3
N -7.168747 0.906369 0.235788 -0.5 -1.0 0.4
H -8.952047 4.499969 -0.037312 0.0 0.0 0.0
H -9.104547 3.054169 0.975288 0.0 0.0 0.1
H -9.176947 2.914769 -0.782512 0.0 0.0 -0.1
H -4.346847 4.310869 -0.100812 -0.1 0.0 0.0
H -8.107547 0.853669 -0.145112 0.3 0.2 -0.1
H -6.592047 0.077869 0.091488 -0.1 0.3 -0.1
Cl -6.214847 -2.494031 4.023688 0.3 -0.1 -0.3
C -5.266747 -2.719431 2.578888 -1.2 -0.6 -0.6
Cl -3.756747 -1.663031 2.750088 0.3 0.7 0.1
Cl -4.776847 -4.373131 2.300388 0.0 0.4 0.1
C -6.084847 -2.172331 1.289088 -0.3 -2.1 2.5
O -7.158147 -2.636731 1.098088 0.1 0.2 -0.2
O -5.482847 -1.254931 0.643988 1.7 2.3 -1.8
```
Positions in Å, forces in eV/Å.

=====

Result set for relative energy (zero: lowest compared OMol25 entry of this formula, charge and spin): 14.2; 68.0; 47.0; 55.2 kcal/mol, one per record in the order listed.
Result set for maximum force: 4.81; 5.03; 3.92; 3.37 eV Å⁻¹, one per record in the order listed.